This record from the Open Molecules 2025 dataset describes 7 unconnected molecules or ions with the total composition C15H22BrClO8 in a non-equilibrium geometry. The level of theory is ωB97M-V/def2-TZVPD.

Each line ends with the Mulliken charge.
Element x y z (Å)
C -3.56052 4.25516 1.08393  -0.263
C -3.55339 3.07516 0.74448  -0.313
C -3.71765 1.50264 0.78852  -0.437
C -2.32329 0.70150 0.80802  0.328
C -1.20826 1.29324 1.79642  -0.897
C 0.14813 1.37086 0.98900  0.422
C 0.94025 0.08961 0.85504  -0.482
C 2.21054 0.04456 0.07387  0.312
C 2.74395 1.29486 -0.60757  0.507
C 2.01278 2.60018 -0.46876  -0.804
C 0.72244 2.59294 0.33500  0.278
Br -0.18107 4.33791 0.46626  -0.192
C 4.06200 1.14345 -1.43725  0.243
O 4.85731 2.06636 -1.51007  -0.504
C 4.27637 -0.26383 -2.15091  0.073
Cl 5.09778 -0.30156 -3.75251  -0.178
C 3.79866 -1.39351 -1.51439  -0.658
C 3.04091 -1.29430 -0.12173  0.367
O 3.06874 -2.19710 0.70867  -0.565
H -3.55837 5.28413 1.53677  0.345
H -4.41505 1.16049 1.60412  0.241
H -4.23102 1.23608 -0.19660  0.288
H -1.84876 0.54823 -0.22161  -0.144
H -2.56424 -0.36668 1.19208  0.215
H -1.03306 0.51948 2.61927  0.266
H -1.49321 2.24760 2.32527  0.475
H 0.52552 -0.83392 1.35690  0.265
H 2.41288 3.53979 -0.96352  0.351
H 3.90906 -2.40469 -2.01287  0.542
O 2.51860 5.91465 -1.09280  -0.585
H 2.25229 6.71127 -0.61884  0.290
H 3.40671 6.11731 -1.41196  0.283
O -4.35748 -1.60153 1.61769  -0.578
H -4.78827 -2.27917 1.07806  0.303
H -4.88704 -1.57673 2.42378  0.260
O 1.21953 -4.80423 0.68639  -0.641
H 1.43468 -3.86785 0.79440  0.356
H 0.82004 -5.05091 1.52839  0.299
O 4.29008 -4.44296 -1.99373  -0.670
H 3.86543 -5.12282 -2.53075  0.314
H 3.75377 -4.41104 -1.18932  0.332
O -4.59458 -4.64431 0.49934  -0.633
H -3.75274 -4.62373 0.97131  0.323
H -4.97750 -5.49585 0.74140  0.315
O -2.13396 -0.86367 -1.54753  -0.588
H -2.61543 -1.46659 -2.12813  0.257
H -1.59350 -0.34047 -2.15352  0.280

As for the LUMO energy: -1.03 eV. As for the maximum force: 3.2 eV/Å. Its SMILES is C#CCCCc1cc2c(cc1Br)C(=O)C(Cl)=CC2=O.O.O.O.O.O.O. The calculation puts the HOMO energy at -8.871 eV. The gap between HOMO and LUMO is 0.2880 hartree.